[1]
This record from OMol25 describes a structure of composition C34H51BF4GdN11O2S2 in a non-equilibrium geometry. The level of theory is the ωB97M-V functional and the def2-TZVPD basis.

## Properties
gap between HOMO and LUMO (spin up / spin down): 0.170 / 0.104 Eh
molar mass: 954.05 g/mol
total energy: -110615.956 eV
2S+1: 8
net charge: +2

XYZ file:
```
106
Properties=species:S:1:pos:R:3:forces:R:3:lowdin_charge:R:1
Gd 4.969 -17.444 4.100 -1.09 0.42 0.42 1.68
S -1.255 -14.710 7.629 -1.65 -0.65 0.08 0.85
S -1.425 -17.728 7.408 -0.34 0.36 -0.02 0.49
F 3.462 -15.387 4.916 0.22 0.02 -0.32 0.04
F 4.790 -13.579 5.634 -0.39 -0.97 -0.04 0.16
F 5.476 -15.832 5.898 -0.45 0.29 -0.52 -0.09
F 3.743 -14.986 7.121 -0.90 -0.08 1.68 0.25
O 3.262 -18.790 3.307 0.43 -0.95 0.01 -0.19
O 5.987 -18.898 2.579 0.09 -0.60 -0.80 -0.16
N 7.280 -17.800 5.528 0.78 -2.27 2.48 -0.11
N -3.333 -16.097 8.395 1.03 0.48 -1.03 -0.08
N 7.199 -18.573 6.639 2.40 2.84 -0.20 0.11
N 8.467 -17.191 5.426 0.00 -0.98 0.47 0.05
N 3.589 -16.174 2.284 -1.93 -0.68 -1.03 -0.02
N 4.655 -20.877 6.657 1.38 1.50 -1.15 -0.01
N 6.166 -22.070 0.034 -1.18 -0.01 -1.15 0.03
N 3.879 -21.713 2.544 -0.87 -0.56 -0.76 0.07
N 6.609 -16.241 2.960 2.90 -0.40 -2.93 -0.10
N 3.389 -18.061 5.970 -0.78 0.84 -0.22 -0.05
N 8.407 -18.295 7.356 -0.50 0.55 -4.46 -0.04
C 6.123 -23.007 2.342 -0.34 1.95 0.74 -0.14
C 0.743 -20.406 1.256 -1.87 1.76 -0.71 0.01
C 0.046 -19.260 0.807 -0.71 -1.71 0.32 -0.22
C 2.417 -18.974 2.387 -0.75 -0.10 -1.28 -0.26
C 8.585 -20.357 0.452 -0.01 1.39 0.98 0.08
C 10.853 -17.488 9.412 -1.27 0.81 -0.57 -0.06
C 10.946 -19.812 8.102 1.20 0.45 -0.02 -0.07
C 8.725 -18.746 8.695 -0.71 -1.65 0.14 -0.15
C -2.152 -16.279 7.772 0.64 0.59 0.85 -1.18
C 9.360 -18.339 1.495 -2.38 2.39 1.87 0.07
C 3.928 -14.789 2.003 0.32 1.29 -0.18 -0.23
C -2.812 -13.752 7.964 0.21 -0.33 0.99 -0.40
C -1.379 -19.410 0.255 0.43 0.41 0.01 -0.03
C 2.666 -21.566 2.047 0.39 1.52 0.12 0.04
C 10.192 -18.838 9.049 0.64 -0.99 2.16 -0.41
C 7.032 -18.939 1.852 -0.13 0.14 0.61 -0.29
C 3.645 -20.101 7.324 -1.62 1.01 2.14 -0.29
C 6.641 -23.120 0.881 1.62 -0.76 1.69 -0.18
C -3.855 -14.735 8.619 1.28 -0.38 0.99 -0.18
C 4.580 -22.997 2.575 0.69 -1.22 1.04 -0.14
C 1.937 -20.320 1.946 1.70 -0.02 0.87 -0.10
C 6.418 -14.822 2.713 -0.19 1.11 2.61 -0.22
C 2.451 -16.526 1.726 1.73 0.77 0.37 -0.05
C 3.780 -18.533 7.298 -0.38 -2.15 -0.24 -0.21
C 9.188 -17.564 6.486 -2.69 0.35 0.84 -0.07
C 11.036 -19.777 0.500 1.94 -1.30 -0.36 -0.05
C 7.269 -20.043 0.933 -0.25 -1.80 -0.28 -0.10
C 6.159 -20.826 0.535 -0.70 2.28 0.43 -0.01
C 5.371 -14.492 1.670 0.29 0.61 0.53 -0.16
C 8.056 -17.954 1.983 1.97 -1.63 -1.09 -0.09
C 9.623 -19.496 0.829 -0.22 -2.02 -1.51 -0.28
C 0.662 -18.024 0.929 1.49 -0.58 0.50 0.05
C 1.857 -17.847 1.663 -0.59 -0.88 0.38 -0.10
C 7.770 -16.639 2.441 -2.87 -0.36 1.99 -0.06
B 4.305 -14.842 5.943 1.61 0.31 -1.22 -1.21
H 5.187 -20.284 0.726 0.73 -0.62 -0.81 0.15
H 7.338 -14.419 2.335 0.60 0.45 -0.05 0.11
H 2.632 -20.419 6.993 0.45 0.51 -0.37 0.11
H 5.417 -13.376 1.568 0.03 -0.91 -0.20 0.15
H 6.424 -24.133 0.483 0.06 0.84 -0.06 0.15
H 10.213 -17.686 1.693 -0.39 0.05 -0.06 0.14
H 6.239 -14.347 3.732 -0.20 -0.17 -1.32 0.14
H 11.798 -20.370 8.581 -1.03 0.59 -0.13 0.10
H 3.700 -14.169 2.874 -0.26 -0.17 0.10 0.13
H -2.147 -19.585 1.022 0.42 0.32 0.05 0.10
H 2.230 -22.426 1.533 0.07 0.06 0.37 0.15
H 10.139 -17.127 6.697 0.34 -0.20 0.20 0.12
H 10.289 -20.543 7.620 -0.03 0.07 0.26 0.07
H 2.607 -18.606 5.567 0.78 -0.02 0.44 0.10
H 4.792 -21.799 7.024 0.19 -0.10 0.24 0.06
H 10.087 -16.850 9.979 1.18 -0.85 -0.70 0.11
H 10.147 -19.361 10.076 -0.12 0.54 -1.46 0.16
H 5.452 -22.412 -0.621 -0.03 0.97 0.71 0.17
H 11.750 -18.981 0.756 -0.53 -0.01 0.05 0.09
H 5.551 -20.349 6.511 -1.20 -1.02 0.68 0.05
H -1.492 -20.224 -0.434 0.30 -0.67 -0.31 0.07
H 11.739 -17.599 10.026 0.07 -0.14 0.06 0.08
H 11.376 -20.662 1.093 -0.19 0.54 -0.45 0.11
H 6.473 -22.025 2.853 -0.03 -1.55 -0.92 0.14
H -2.549 -12.862 8.583 -0.42 -0.84 -0.39 0.09
H 4.799 -18.253 7.574 -0.06 0.13 -0.32 0.09
H -1.652 -18.541 -0.338 -0.10 0.26 0.22 0.08
H 7.728 -22.985 0.948 -0.11 -0.63 0.06 0.12
H -3.222 -13.432 7.030 -0.06 0.37 -0.60 0.05
H -4.822 -14.679 8.133 -0.16 0.36 0.11 0.11
H 0.247 -21.353 1.106 0.22 -0.31 -0.17 0.13
H 6.556 -23.832 2.914 -0.12 0.12 -0.03 0.12
H 8.139 -18.164 9.387 -0.01 0.42 0.29 0.13
H -3.817 -16.928 8.677 -0.36 -0.14 0.05 0.13
H 4.138 -23.642 1.829 -0.48 -0.20 -0.09 0.12
H 8.351 -19.780 8.769 -0.14 0.38 -0.13 0.14
H 1.933 -15.716 1.169 0.06 -0.70 0.22 0.14
H 3.109 -18.082 8.042 0.13 -0.36 -0.08 0.13
H 11.142 -16.925 8.505 -0.01 -0.12 0.48 0.06
H 0.270 -17.205 0.374 -0.44 0.76 -0.08 0.12
H 11.441 -19.254 7.292 -0.23 -0.08 0.08 0.07
H 5.680 -14.953 0.741 -0.01 -0.06 -0.42 0.12
H 3.497 -20.249 8.423 0.86 -0.54 -0.42 0.12
H 4.421 -23.466 3.592 -0.01 0.54 -1.08 0.15
H -3.941 -14.600 9.732 -0.08 0.15 -1.07 0.13
H 3.400 -14.351 1.131 -0.35 -0.55 0.53 0.13
H 4.287 -20.907 2.974 0.39 0.62 0.53 0.12
H 8.550 -15.931 2.385 0.85 0.96 -0.58 0.12
H 11.268 -20.023 -0.558 -0.53 0.10 0.52 0.10
H 8.721 -21.200 -0.224 0.11 0.20 0.20 0.14
H 2.950 -17.154 6.132 0.24 0.26 -0.36 0.08
```
Positions in Å, forces in eV/Å.

[2]
This record from OMol25 describes an isolated molecule of C6H10O. The level of theory is the ωB97M-V functional and the def2-TZVPD basis.

## Properties
gap between HOMO and LUMO: 0.322 Eh
molar mass: 98.14 g/mol
total energy: -8426.941 eV
relative energy (zero: lowest compared OMol25 entry of this formula, charge and spin): 4.299 eV

XYZ file:
```
17
Properties=species:S:1:pos:R:3:forces:R:3:lowdin_charge:R:1
O -1.199 1.312 -1.261 -0.08 -0.01 -0.04 0.00
C -0.713 -1.060 -0.468 0.10 0.00 -0.09 -0.20
C 0.470 -1.189 0.422 -0.35 -0.12 0.13 -0.01
C 1.291 1.326 -1.228 -0.01 0.02 -0.05 -0.05
C -0.976 0.428 -0.179 -0.10 -0.06 0.26 -0.29
C 0.058 -1.457 1.819 0.04 0.05 0.01 -0.16
C -0.013 1.500 -0.490 0.30 0.14 0.05 -0.30
H -0.049 2.367 0.177 -0.05 -0.13 -0.22 0.14
H 2.133 1.276 -0.530 -0.19 0.00 -0.07 0.08
H 0.715 -1.000 2.570 -0.11 -0.16 -0.19 0.07
H -1.006 -1.347 2.098 0.19 0.02 -0.13 0.08
H 1.307 0.420 -1.840 -0.08 0.16 0.18 0.08
H 1.434 2.194 -1.884 0.01 -0.15 0.09 0.08
H -0.494 -1.179 -1.533 0.01 0.01 0.17 0.11
H -1.611 -1.641 -0.195 0.20 0.14 0.00 0.12
H -1.636 0.592 0.674 0.11 -0.01 -0.14 0.15
H 0.289 -2.541 1.848 -0.01 0.09 0.04 0.10
```
Positions in Å, forces in eV/Å.